ORCA calculation (ωB97M-V/def2-TZVPD) on C42H97BN7O20 as an isolated structure at a distorted geometry.

Structure (XYZ):
```
167
Properties=species:S:1:pos:R:3
O 2.40156 2.37391 -2.15003
C 1.85015 1.64120 -1.38761
O 1.32993 0.46581 -1.72674
B 0.49856 -0.03171 -0.63467
O 0.96559 0.75158 0.53394
C 1.57745 1.84542 0.13258
O 1.88327 2.80447 0.77951
O 0.58297 -1.47761 -0.45508
C -0.64381 -1.99829 -0.47205
O -0.91953 -3.15614 -0.46729
C -1.64074 -0.84542 -0.75311
O -0.93077 0.25667 -0.87698
O -2.82763 -0.94897 -0.89321
C 2.16406 1.58661 -5.16231
O 1.47412 1.15441 -6.31626
C 0.61744 0.08079 -5.95817
C -0.38992 -0.16272 -7.08781
N -1.74879 -0.27083 -6.66897
C -2.16419 -1.12944 -5.58235
C -3.50769 -0.70570 -5.01578
O -4.49895 -0.88313 -6.01233
C -5.73635 -0.36602 -5.58946
H 3.03122 2.18474 -5.44774
H 2.50391 0.81623 -4.46614
H 1.50728 2.26296 -4.60259
H 0.06551 0.34072 -5.04932
H 1.22539 -0.82090 -5.83385
H -0.00569 -0.94662 -7.76842
H -0.34215 0.71186 -7.74639
H -2.46579 0.06058 -7.28395
H -1.46399 -1.02422 -4.74836
H -2.23733 -2.17625 -5.91970
H -3.43059 0.34296 -4.70620
H -3.74618 -1.36244 -4.17000
H -6.50306 -0.60803 -6.33177
H -5.72609 0.73059 -5.55242
H -6.06227 -0.81954 -4.64733
C -6.29977 -0.41644 -3.18479
O -6.82325 -1.30989 -4.13362
C -7.09596 -2.61893 -3.64234
C -5.84697 -3.41420 -3.34668
N -5.13650 -3.08998 -2.12233
C -5.84944 -2.96596 -0.88491
C -6.42695 -4.25409 -0.33102
O -5.54822 -4.92145 0.57522
C -4.24696 -5.19116 0.04522
H -6.40082 0.61352 -3.54112
H -5.24210 -0.59073 -2.97337
H -6.80287 -0.38608 -2.20980
H -7.67864 -3.08439 -4.44043
H -7.78124 -2.56926 -2.78784
H -5.16401 -3.25020 -4.18203
H -6.08468 -4.48577 -3.34794
H -4.37765 -2.43838 -2.21901
H -6.60473 -2.16313 -0.85387
H -5.14841 -2.59841 -0.12713
H -6.72460 -4.97577 -1.10260
H -7.29527 -4.05011 0.29730
H -3.82073 -5.82354 0.82374
H -3.66176 -4.28736 -0.10973
H -4.31061 -5.75867 -0.88758
C 0.96432 4.28276 4.42866
O 1.13879 5.20091 3.39052
C 2.26363 6.05621 3.52998
C 2.21198 7.04123 2.37044
N 2.42764 6.42325 1.08503
C 3.80234 6.16010 0.74367
C 3.83724 5.62745 -0.68672
O 5.14326 5.62622 -1.20630
C 5.09357 5.16073 -2.53679
H -0.02644 3.86113 4.25055
H 1.01057 4.71273 5.43481
H 1.68453 3.45557 4.38061
H 3.16089 5.42480 3.42923
H 2.29563 6.54901 4.50984
H 2.94080 7.83292 2.56271
H 1.22450 7.51333 2.39966
H 1.88880 5.56276 1.04713
H 4.36131 5.42935 1.34868
H 4.40841 7.07346 0.75252
H 3.12658 6.17581 -1.31606
H 3.49202 4.58203 -0.63868
H 4.71208 5.95721 -3.18811
H 4.35564 4.35107 -2.63131
H 6.04926 4.74586 -2.84198
C 6.18570 -4.14029 -3.88376
O 5.36453 -4.03000 -2.74948
C 4.28760 -3.13423 -2.94807
C 3.91718 -2.38590 -1.69225
N 3.64033 -3.19989 -0.50798
C 2.54379 -4.11908 -0.77411
C 2.03876 -4.74655 0.51564
O 3.05544 -5.44531 1.17968
C 2.73813 -6.77244 1.52726
H 5.60867 -4.27205 -4.81047
H 6.85923 -4.98886 -3.79183
H 6.76883 -3.21742 -4.01148
H 3.42053 -3.74442 -3.26410
H 4.35447 -2.43307 -3.79000
H 3.01314 -1.79993 -1.94820
H 4.65431 -1.59730 -1.50665
H 3.33630 -2.48557 0.15180
H 2.99860 -4.92987 -1.35193
H 1.66927 -3.65123 -1.24343
H 1.14329 -5.36116 0.37150
H 1.65075 -3.92357 1.14073
H 2.21231 -6.80958 2.49695
H 3.68932 -7.26586 1.72676
H 2.10420 -7.24429 0.77397
C 3.87361 -2.61189 8.02041
O 3.61888 -1.98367 6.79540
C 2.71747 -0.90120 6.94749
C 2.80402 -0.03005 5.71105
N 2.52304 -0.80993 4.47375
C 2.95377 -0.03623 3.30496
C 4.46791 0.18685 3.27687
O 5.12602 -0.84813 3.95257
C 6.46478 -0.53446 4.22921
H 2.96593 -3.00571 8.48561
H 4.40656 -1.93183 8.71361
H 4.64109 -3.37732 7.87933
H 3.03273 -0.27246 7.79187
H 1.73048 -1.34587 7.12496
H 3.82459 0.34585 5.69079
H 2.03816 0.75602 5.74793
H 1.50478 -0.77962 4.47390
H 2.38298 0.90491 3.29407
H 2.74083 -0.56091 2.37185
H 4.76070 1.18523 3.64193
H 4.80315 0.20111 2.22648
H 6.50732 0.34155 4.89303
H 7.03134 -0.33143 3.31272
H 6.89604 -1.38179 4.75801
C -0.82683 2.05997 3.03595
C -1.29063 0.75027 3.70191
C -0.94926 -0.41027 2.81250
O -1.48848 -1.65890 3.17876
C -2.85809 -1.75279 2.93696
N -0.57719 0.64365 4.99069
H -1.31968 2.88409 3.55547
H -1.09183 2.06088 1.98448
H 0.25020 2.14280 3.17536
H -2.37147 0.84053 3.86165
H 0.13213 -0.43532 2.67511
H -1.37708 -0.18502 1.82152
H -3.10150 -1.47105 1.90338
H -3.42277 -1.06263 3.58136
H -3.21274 -2.75735 3.14737
H -0.84872 -0.23534 5.43061
H -0.88378 1.35480 5.64623
C -3.81953 1.83825 1.39701
C -4.22174 2.77116 0.24051
C -3.01478 3.52654 -0.24723
O -2.44058 4.22671 0.81752
C -1.35831 5.04331 0.45829
N -4.79067 1.91235 -0.82239
H -3.58482 2.46145 2.25928
H -2.90464 1.36515 1.04072
H -4.65166 1.18224 1.63672
H -5.06125 3.39655 0.55687
H -3.32483 4.19643 -1.06883
H -2.31454 2.81562 -0.71457
H -0.40436 4.51414 0.33226
H -1.19440 5.75877 1.26647
H -1.56544 5.60382 -0.46216
H -4.99828 2.44116 -1.66472
H -4.06539 1.24387 -1.08648
```

Summary:
ΔE to the lowest compared entry with this formula, charge and spin   0.000 eV
HOMO energy   -5.65 eV
Charge   -1